one.
7
Properties=species:S:1:pos:R:3:lowdin_charge:R:1 method="wB97M-V/def2-TZVPD" e_homo_ev=-9.592 lumo_ev=0.06 gap_ev=9.65
C 1.98 1.17 1.16 -0.650
C -0.87 -0.18 -0.07 -0.169
N -0.79 -0.50 -1.25 0.021
S 3.07 0.21 0.96 0.718
H 0.05 0.18 0.43 -0.028
H -1.82 -0.10 0.52 0.077
H -1.61 -0.78 -1.75 0.031

---

two.
7
Properties=species:S:1:pos:R:3:lowdin_charge:R:1 method="wB97M-V/def2-TZVPD" e_homo_ev=-8.888 lumo_ev=-0.17 gap_ev=8.72
C 0.59 -0.46 0.35 -0.965
C -0.03 0.24 -0.61 -0.232
N -0.09 0.74 0.71 0.075
S 1.35 -1.73 0.82 0.748
H 0.34 0.85 -1.38 0.068
H -1.26 -0.56 -1.11 0.217
H -0.90 0.92 1.21 0.091

---

three.
7
Properties=species:S:1:pos:R:3:lowdin_charge:R:1 method="wB97M-V/def2-TZVPD" e_homo_ev=-8.410 lumo_ev=-0.02 gap_ev=8.39
C 0.02 0.71 0.52 -0.273
C -2.27 -0.83 -0.96 -0.531
N 1.12 0.10 0.29 -0.048
S -1.50 0.48 -1.19 0.634
H -0.51 0.06 1.16 -0.014
H 1.55 0.26 -0.58 0.060
H 1.61 -0.78 0.76 0.173

---

Stability verdict: one, ahead by 0.0245 hartree

---

one.
9
Properties=species:S:1:pos:R:3:lowdin_charge:R:1 method="wB97M-V/def2-TZVPD" e_homo_ev=-8.127 lumo_ev=-0.78 gap_ev=7.34
C -1.72 0.48 0.92 0.056
C 0.60 0.94 0.18 -0.080
N -0.65 0.81 0.45 -0.129
N 0.57 -2.12 -0.34 -0.361
O 1.24 -1.22 0.04 -0.162
Cl 0.35 -2.06 -2.11 0.450
H -2.69 1.09 0.97 0.066
H 0.83 0.83 -0.89 0.077
H 1.45 1.25 0.77 0.085

---

two.
9
Properties=species:S:1:pos:R:3:lowdin_charge:R:1 method="wB97M-V/def2-TZVPD" e_homo_ev="-8.658 / -8.656" lumo_ev="-1.26 / -1.27" gap_ev="7.40 / 7.39"
C 0.04 -1.09 0.49 0.231
C -0.44 -0.32 -0.44 -0.336
N 1.03 1.48 0.07 -0.157
N 1.13 0.80 1.11 -0.442
O -0.12 0.87 -0.88 -0.084
Cl 0.11 1.54 2.41 0.379
H 0.30 -2.01 0.94 0.065
H -1.48 -0.45 -0.85 0.168
H 0.70 2.55 0.06 0.175

---

Stability verdict: one, ahead by 0.0637 hartree

---

one.
26
Properties=species:S:1:pos:R:3:lowdin_charge:R:1 method="wB97M-V/def2-TZVPD" e_homo_ev=-14.177 lumo_ev=-5.55 gap_ev=8.63 total_charge=+1
C -0.54 -1.45 -0.54 -0.240
C -2.40 -1.62 1.08 -0.029
C -1.95 -1.66 -0.37 -0.099
C -2.29 0.73 0.28 -0.343
C -2.96 1.73 -0.74 0.031
C 3.60 -0.17 -0.28 -0.105
C 2.30 0.13 0.32 -0.233
C 1.18 0.45 -0.73 -0.123
N -0.92 0.98 0.01 0.225
N -2.78 -0.59 0.21 0.002
N -0.14 0.09 -0.35 0.030
O 0.34 -2.12 -0.95 0.227
H -3.25 -2.33 1.41 0.171
H -1.68 -1.47 1.76 0.089
H -2.39 -2.37 -1.09 0.179
H -2.53 1.06 1.22 0.143
H -3.12 1.03 -1.58 0.099
H -2.35 2.53 -1.16 0.082
H -3.76 2.30 -0.20 0.111
H 3.36 -0.86 -1.08 0.087
H 4.35 0.56 -0.60 0.103
H 4.12 -0.47 0.57 0.063
H 2.49 1.09 0.96 0.154
H 1.97 -0.62 0.96 0.087
H 1.25 1.55 -1.01 0.163
H 1.52 -0.12 -1.61 0.127

---

two.
26
Properties=species:S:1:pos:R:3:lowdin_charge:R:1 method="wB97M-V/def2-TZVPD" e_homo_ev=-12.753 lumo_ev=-2.95 gap_ev=9.80 total_charge=+1
C 0.79 0.45 -2.76 0.010
C -0.60 0.62 -2.69 -0.287
C 0.19 0.10 -0.66 -0.082
C 0.70 -0.59 3.11 -0.088
C -0.77 -0.46 2.96 -0.213
C 0.16 -0.79 0.87 -0.205
C 1.18 -0.14 1.68 -0.402
C -1.60 0.99 -3.67 -0.018
N -0.97 0.31 -1.40 0.176
N 1.18 0.06 -1.51 0.108
N -1.04 -0.52 1.53 0.003
O 2.43 -0.38 1.15 0.007
H 1.37 0.37 -3.69 0.148
H 1.07 0.04 3.96 0.141
H 0.82 -1.67 3.37 0.138
H -1.39 -1.15 3.42 0.101
H -1.09 0.49 3.42 0.127
H 0.44 -1.86 0.46 0.205
H 1.03 0.96 1.64 0.177
H -2.56 0.53 -3.59 0.085
H -1.79 2.11 -3.66 0.122
H -1.03 0.82 -4.61 0.104
H -1.90 0.52 -1.03 0.180
H 2.15 0.01 -1.09 0.200
H -1.80 -1.14 1.30 0.128
H 3.05 0.29 1.49 0.134

---

three.
26
Properties=species:S:1:pos:R:3:lowdin_charge:R:1 method="wB97M-V/def2-TZVPD" e_homo_ev=-12.479 lumo_ev=-4.15 gap_ev=8.32 total_charge=+1
C 4.67 0.12 0.19 -0.056
C 4.29 -1.10 -0.15 -0.042
C 2.58 0.13 0.10 -0.435
C -0.02 -0.40 -0.05 -0.065
C -2.21 0.47 -0.95 0.007
C -2.13 -1.17 1.04 -0.017
C 1.00 1.98 0.24 -0.034
C -1.42 -0.04 0.28 -0.345
N 3.54 0.94 0.33 0.166
N 1.26 0.52 0.19 0.053
N 0.30 -1.63 -0.40 0.240
O 2.92 -1.07 -0.28 0.066
H 5.67 0.47 0.27 0.120
H 4.78 -1.97 -0.37 0.110
H -1.86 0.00 -1.81 0.071
H -1.96 1.53 -1.02 0.098
H -3.15 0.15 -0.74 0.056
H -2.65 -0.53 1.83 0.134
H -2.81 -1.79 0.44 0.105
H -1.38 -1.74 1.43 0.038
H 1.95 2.44 0.46 0.069
H 0.56 2.40 -0.68 0.101
H 0.44 2.44 1.13 0.127
H -1.42 0.86 0.88 0.126
H -0.40 -2.37 -0.45 0.156
H 1.29 -1.93 -0.59 0.153

---

Stability verdict: two, ahead by 0.0401 hartree

---

one.
8
Properties=species:S:1:pos:R:3:lowdin_charge:R:1 method="wB97M-V/def2-TZVPD" e_homo_ev="-8.700 / -9.188" s_squared=8.76 lumo_ev="0.59 / -1.34" gap_ev="9.28 / 7.85" spin_multiplicity=6
H -1.94 -0.73 -0.83 0.123
O 0.08 -1.15 -0.70 -0.150
C -0.97 -0.50 -0.36 -0.239
C -0.82 0.71 0.37 -0.235
O 0.35 1.09 0.71 -0.150
H -1.71 1.27 0.71 0.122
F 3.38 -0.44 0.06 -0.530
Fe 1.63 -0.23 0.06 1.059

---

two.
8
Properties=species:S:1:pos:R:3:lowdin_charge:R:1 method="wB97M-V/def2-TZVPD" e_homo_ev="-6.803 / -9.738" s_squared=8.76 lumo_ev="0.55 / -0.09" gap_ev="7.36 / 9.64" spin_multiplicity=6
H 1.82 0.04 0.58 0.151
O -0.57 0.05 -1.23 -0.006
C 0.33 0.60 -0.64 -0.449
C 0.73 0.28 0.77 -0.314
O -0.02 -0.73 1.27 -0.408
F 0.92 1.66 -1.19 0.147
H 0.69 1.23 1.34 0.144
Fe -1.39 -1.41 0.16 0.735

---

Stability verdict: one, ahead by 0.0542 hartree

---

one.
20
Properties=species:S:1:pos:R:3:lowdin_charge:R:1 method="wB97M-V/def2-TZVPD" e_homo_ev=-12.027 lumo_ev=-3.01 gap_ev=9.01 total_charge=+1
C 1.29 1.25 1.28 -0.089
C 1.13 1.16 -0.07 0.025
C -0.91 0.62 1.10 -0.108
C 0.64 -2.69 0.24 -0.097
C -0.98 0.61 -1.32 -0.163
N 0.18 0.94 2.00 0.033
N -0.34 0.82 -0.22 -0.033
N -0.45 0.69 -2.53 0.181
N -0.41 -2.11 -0.09 0.006
H 2.20 1.56 1.72 0.127
H 1.61 1.67 -0.84 0.078
H -1.67 1.38 1.40 0.161
H 1.31 -2.11 0.78 0.038
H 0.83 -3.77 0.30 0.087
H -1.92 0.23 -1.31 0.131
H 0.61 0.96 -2.64 0.180
H -0.86 0.24 -3.29 0.099
H -1.14 -0.43 1.13 0.095
H -1.34 -2.55 -0.42 0.112
H 0.24 1.53 2.78 0.138

---

two.
20
Properties=species:S:1:pos:R:3:lowdin_charge:R:1 method="wB97M-V/def2-TZVPD" e_homo_ev=-14.680 lumo_ev=-3.54 gap_ev=11.14 total_charge=+1
C 0.54 2.28 0.79 -0.097
C -0.92 2.01 0.44 -0.238
C -1.38 0.58 0.77 -0.117
C -0.53 -0.47 0.17 -0.256
N 0.13 -0.38 -0.98 0.240
C 0.73 -1.55 -1.16 -0.361
N 1.51 -1.92 -2.22 0.162
N 0.44 -2.37 -0.14 0.164
N -0.34 -1.68 0.71 0.161
H 0.79 1.85 1.76 0.079
H 0.70 3.35 0.87 0.080
H 1.22 1.90 0.03 0.064
H -1.13 2.22 -0.60 0.114
H -1.55 2.68 1.03 0.115
H -1.47 0.44 1.85 0.129
H -2.39 0.43 0.37 0.138
H 1.09 -2.04 -3.12 0.115
H 2.51 -1.91 -2.13 0.114
H 0.73 -3.33 -0.01 0.197
H -0.69 -2.07 1.57 0.198

---

three.
20
Properties=species:S:1:pos:R:3:lowdin_charge:R:1 method="wB97M-V/def2-TZVPD" e_homo_ev=-14.119 lumo_ev=-2.54 gap_ev=11.57 total_charge=+1
C -2.15 2.16 0.88 -0.098
C -0.62 0.86 0.31 -0.389
C 0.24 -1.20 1.09 -0.046
C 1.49 0.24 -0.44 0.016
C -0.50 -1.06 -1.26 0.085
N -1.85 0.89 0.73 0.153
N -0.09 2.12 0.12 0.092
N -1.11 2.91 0.39 0.030
N 0.16 -0.31 -0.05 -0.302
H -3.05 2.56 1.48 0.168
H 0.83 -0.97 1.99 0.127
H -0.72 -1.51 1.55 0.119
H 0.68 -2.22 0.88 0.131
H 2.23 -0.50 -0.50 0.094
H 1.22 0.82 -1.39 0.140
H 1.73 1.01 0.32 0.112
H -1.29 -1.79 -0.86 0.139
H -0.85 -0.26 -1.98 0.141
H 0.30 -1.70 -1.45 0.075
H -0.90 3.96 0.48 0.214

---

four.
20
Properties=species:S:1:pos:R:3:lowdin_charge:R:1 method="wB97M-V/def2-TZVPD" e_homo_ev="-12.547 / -12.548" lumo_ev="-4.85 / -4.85" gap_ev="7.69 / 7.70" total_charge=+1
C -1.93 1.23 -0.56 -0.326
C 1.92 0.56 -0.27 -0.103
C -0.05 -0.32 0.81 -0.044
C 3.32 0.24 -0.64 -0.009
C -1.94 -1.72 0.70 0.050
N -1.59 0.04 -1.09 0.045
N 1.19 -0.23 0.34 0.146
N -1.28 1.73 0.47 0.057
N -0.89 -0.93 -0.17 -0.132
H -2.48 1.88 -1.27 0.137
H 1.52 1.47 -0.68 0.149
H -0.33 -0.14 1.88 0.174
H 3.74 -0.72 -0.49 0.092
H 3.38 0.70 -1.63 0.107
H 3.88 0.92 -0.04 0.091
H -2.42 -0.95 1.37 0.127
H -2.59 -2.26 -0.08 0.136
H -1.40 -2.48 1.13 0.056
H -1.66 2.58 0.93 0.077
H -0.37 -1.60 -0.70 0.169

---

Stability verdict: two, ahead by 0.0727 hartree

---

one.
20
Properties=species:S:1:pos:R:3:lowdin_charge:R:1 method="wB97M-V/def2-TZVPD" e_homo_ev=-12.065 lumo_ev=-3.90 gap_ev=8.17 total_charge=+1
C -0.70 -0.86 -1.41 0.139
C -1.84 -0.51 -0.87 -0.154
C -1.18 -0.14 1.47 -0.057
C 0.87 -0.47 0.06 -0.326
C 1.10 0.85 -0.59 -0.277
N -1.95 0.02 0.43 0.064
N 0.13 -0.48 1.30 0.106
N 1.90 -1.42 0.19 0.139
N 0.23 1.85 -0.10 0.025
H -0.21 -1.22 -2.29 0.078
H -2.81 -0.37 -1.28 0.113
H -1.63 0.12 2.49 0.188
H 2.19 1.10 -0.54 0.133
H 1.00 0.90 -1.69 0.131
H -2.88 0.30 0.53 0.139
H 0.58 -1.01 2.10 0.188
H 2.58 -1.07 -0.43 0.084
H 1.94 -2.39 0.40 0.105
H 0.25 2.13 0.87 0.084
H 0.44 2.68 -0.64 0.098

---

two.
20
Properties=species:S:1:pos:R:3:lowdin_charge:R:1 method="wB97M-V/def2-TZVPD" e_homo_ev=-12.557 lumo_ev=-3.62 gap_ev=8.93 total_charge=+1
C -2.29 -1.81 0.16 -0.108
C -0.97 -1.62 0.49 -0.063
C -1.54 -0.45 -1.27 -0.151
C 1.10 0.53 1.03 -0.166
C 0.87 -0.27 -0.31 -0.269
N -2.61 -1.14 -0.98 0.094
N -0.48 -0.72 -0.44 -0.088
N 1.42 0.77 -1.32 0.090
N 0.36 1.75 1.00 0.148
H -2.97 -2.33 0.66 0.065
H -0.23 -2.02 1.20 0.131
H -1.54 0.14 -2.13 0.108
H 0.93 0.00 1.93 0.118
H 2.15 0.80 0.98 0.131
H 1.78 -1.46 -0.25 0.267
H 1.22 0.86 -2.24 0.052
H 2.36 0.70 -1.04 0.074
H 0.67 2.70 1.32 0.204
H -0.67 1.67 1.27 0.203
H 0.42 1.89 -0.07 0.163

---

three.
20
Properties=species:S:1:pos:R:3:lowdin_charge:R:1 method="wB97M-V/def2-TZVPD" e_homo_ev="-12.544 / -12.545" lumo_ev="-4.18 / -4.18" gap_ev="8.36 / 8.36" total_charge=+1
C 1.85 1.82 0.17 -0.031
C 2.49 0.57 0.20 -0.039
C -0.09 0.47 0.10 0.082
C -1.75 -1.34 0.41 -0.053
C -1.37 -0.11 -0.47 -0.387
N 0.48 1.68 0.02 0.065
N 1.61 -0.41 -0.09 -0.041
N 1.90 -1.71 0.05 0.088
N -2.23 1.03 -0.34 0.076
H 2.33 2.77 0.24 0.121
H 3.47 0.33 0.53 0.129
H -0.92 -2.08 0.74 0.100
H -2.31 -1.07 1.30 0.071
H -2.39 -1.98 -0.26 0.095
H -1.42 -0.39 -1.59 0.181
H 1.43 -2.30 -0.61 0.108
H 2.43 -2.17 0.74 0.113
H -2.58 1.32 -1.18 0.066
H -0.08 2.49 -0.32 0.191
H -2.85 1.07 0.38 0.064

---

Stability verdict: two, ahead by 0.0127 hartree

---

one.
18
Properties=species:S:1:pos:R:3:lowdin_charge:R:1 method="wB97M-V/def2-TZVPD" e_homo_ev=-11.663 lumo_ev=-3.71 gap_ev=7.95 total_charge=+1
C -0.40 -2.17 -0.07 -0.144
C -1.69 -1.96 -0.16 0.091
N 0.33 -1.90 1.19 0.195
H 0.25 -2.50 -0.87 0.129
H -2.20 -2.15 -1.09 0.091
H -2.29 -1.61 0.67 0.090
H 1.09 -1.24 1.02 0.124
H -0.29 -1.48 1.88 0.170
H 0.72 -2.76 1.59 0.182
C 1.03 1.08 0.42 -0.497
S 1.26 2.81 -0.05 0.776
C -0.01 2.89 -1.33 -0.415
H 1.29 0.42 -0.42 0.035
H 0.00 0.92 0.72 0.027
H 1.69 0.88 1.27 0.034
H -0.02 3.91 -1.70 0.038
H 0.22 2.22 -2.16 0.037
H -0.99 2.64 -0.92 0.035

---

two.
18
Properties=species:S:1:pos:R:3:lowdin_charge:R:1 method="wB97M-V/def2-TZVPD" e_homo_ev=-14.070 lumo_ev=-3.58 gap_ev=10.49 total_charge=+1
C -0.70 0.34 -1.13 -0.062
C -1.28 -1.56 0.23 -0.096
C -0.55 0.48 1.28 -0.058
C 2.77 0.36 0.03 -0.098
N -0.40 -0.38 0.11 -0.682
S 1.24 -1.16 0.04 0.930
H -0.09 1.24 -1.20 0.103
H -0.50 -0.29 -1.99 0.107
H -1.75 0.64 -1.15 0.117
H -2.33 -1.25 0.27 0.120
H -1.14 -2.22 -0.62 0.104
H -1.04 -2.11 1.14 0.104
H -0.30 -0.07 2.19 0.110
H 0.11 1.35 1.20 0.105
H -1.58 0.83 1.35 0.118
H 3.61 -0.23 -0.30 0.030
H 2.83 0.70 1.05 0.026
H 2.44 1.10 -0.69 0.022

---

Stability verdict: one, ahead by 0.0064 hartree

---

one.
18
Properties=species:S:1:pos:R:3:lowdin_charge:R:1 method="wB97M-V/def2-TZVPD" e_homo_ev=-13.303 lumo_ev=-3.36 gap_ev=9.95 total_charge=+1
C -0.20 -1.39 -2.30 -0.037
C -0.03 -0.71 -0.93 -0.371
C -0.91 0.40 -0.47 -0.309
C -1.12 0.72 0.95 -0.599
S 0.33 0.57 1.96 0.760
N 1.36 -0.04 -0.96 0.186
H -0.12 -0.67 -3.14 0.103
H 0.51 -2.27 -2.21 0.106
H -1.21 -1.95 -2.29 0.130
H -0.15 -1.55 -0.19 0.165
H -1.98 0.26 -0.87 0.151
H -0.71 1.52 -0.94 0.175
H -1.38 1.86 0.83 0.136
H -2.00 0.22 1.32 0.081
H 0.69 -0.73 2.19 -0.104
H 1.35 0.57 -1.79 0.170
H 1.79 0.45 -0.15 0.126
H 2.08 -0.70 -0.98 0.133

---

two.
18
Properties=species:S:1:pos:R:3:lowdin_charge:R:1 method="wB97M-V/def2-TZVPD" e_homo_ev=-12.245 lumo_ev=-8.26 gap_ev=3.98 total_charge=+1
C -1.15 2.33 -1.46 -0.127
C -0.16 2.80 -0.43 -0.245
C 0.07 4.08 -0.14 0.029
C -0.58 -0.75 -1.02 -0.213
S -1.99 -0.58 -0.15 1.048
N 2.55 -5.70 2.68 0.004
H -1.91 1.85 -0.83 0.016
H -1.57 3.22 -1.92 0.089
H -0.75 1.56 -2.13 0.067
H 0.28 2.06 0.23 0.087
H 0.76 4.27 0.66 0.063
H -0.48 4.91 -0.53 0.070
H 0.27 -0.97 -0.38 0.082
H -0.74 -1.45 -1.84 0.057
H -2.72 -1.63 -0.58 -0.022
H 2.52 -5.52 1.68 -0.006
H 2.11 -4.89 3.10 -0.004
H 3.49 -5.61 3.04 0.007

---

Stability verdict: one, ahead by 0.1260 hartree